# Cl2H8LiO4

Cl2H8LiO4 as an isolated structure (ωB97M-V with the def2-TZVPD basis set, OMol25).

```
15
Properties=species:S:1:pos:R:3:forces:R:3
Li 0.352 0.045 -0.820 0.354 0.243 -0.116
Cl -1.898 0.225 -1.582 0.009 -0.076 0.043
Cl 2.253 0.634 -2.192 0.025 -0.035 0.290
O 1.543 -0.388 0.939 -0.132 0.262 0.136
H 1.582 -1.136 1.536 0.042 -0.059 -0.053
H 2.445 -0.147 0.704 0.012 -0.062 -0.275
O -2.011 0.137 1.480 0.017 -0.019 0.187
H -2.497 0.786 1.991 -0.025 0.129 -0.029
H -2.028 0.446 0.548 -0.095 -0.344 0.017
O 0.246 -2.445 -0.786 0.024 0.006 -0.223
H 0.220 -3.101 -0.085 -0.142 0.030 0.060
H -0.643 -2.415 -1.161 -0.078 0.155 0.046
O 0.217 2.118 -0.026 -0.084 0.027 0.483
H -0.651 2.476 -0.236 0.023 -0.101 -0.251
H 0.869 2.765 -0.309 0.052 -0.156 -0.315
```
Forces are in eV/Å.

Output
HOMO-LUMO gap   7.52 eV
Maximum force   0.010 Eh/bohr
Net charge   -1
E_LUMO   2.77 eV
Energy relative to the best compared isomer or geometry (same formula, charge and spin)   9.8 kcal per mole
Total energy   -33575.8997 eV